The following is a quantum chemistry calculation of C4H3NO2 in the gas phase at a distorted geometry, from the OMol25 dataset.

The geometry in XYZ format:
```
10
Properties=species:S:1:pos:R:3:lowdin_charge:R:1
O 1.0540 1.8040 -0.5892 0.09
C 0.9569 0.6142 -0.7196 -0.19
C 0.5464 -2.5875 0.0942 0.07
N 0.0801 -1.5186 -0.0583 -0.04
C -0.2875 -0.1710 -0.2709 -0.27
C -0.8920 0.4939 0.9767 -0.20
O -0.8664 0.0022 2.0685 0.10
H 1.7391 -0.0333 -1.1664 0.14
H -1.0047 -0.0938 -1.1037 0.17
H -1.3259 1.4899 0.7686 0.14
```

F_max: 0.0212 hartree/bohr
Charge: 0
Energy relative to the best compared isomer or geometry (same formula, charge and spin): 56.8 kcal/mol
HOMO-LUMO gap: 0.397 hartree
Lowest unoccupied orbital energy: 0.00482 Eh


The following is a quantum chemistry calculation of a molecular structure, C34H46ClN5O8OsSb2 at a distorted geometry, from the OMol25 dataset.

The geometry in XYZ format:
```
97
Properties=species:S:1:pos:R:3:lowdin_charge:R:1
Os -0.3169 0.6995 -0.1261 1.22
C -1.8693 -0.3036 3.8797 -0.23
Sb -0.3550 0.3608 2.5525 1.58
C -0.1161 2.2265 3.5444 -0.24
C 1.4435 -0.6721 3.1006 -0.23
C 2.6148 0.2660 3.1036 -0.28
C 2.8619 1.0195 4.2517 -0.06
C 3.8815 1.9532 4.3040 -0.06
C 4.6864 2.1487 3.1908 -0.06
C 4.4736 1.3874 2.0550 -0.05
C 3.4518 0.4393 1.9906 -0.27
C 3.3369 -0.3940 0.7464 -0.26
Sb 2.1621 0.4604 -0.8186 1.47
C 3.1208 2.2736 -1.3233 -0.25
C 2.6523 -0.8866 -2.3754 -0.24
H -1.3946 -0.2778 4.8616 0.03
H -2.1981 -1.3055 3.6396 0.01
H -2.7007 0.3989 3.8818 0.03
H -0.1410 1.9877 4.6081 0.03
H -0.9443 2.8933 3.3089 0.03
H 0.8332 2.6856 3.2956 0.00
H 1.5472 -1.5007 2.4049 0.05
H 1.2555 -1.0959 4.0881 0.09
H 2.2449 0.8565 5.1283 0.12
H 4.0577 2.5134 5.2124 0.12
H 5.4942 2.8675 3.2181 0.11
H 5.1350 1.5066 1.2036 0.12
H 2.8952 -1.3735 0.9276 0.06
H 4.3202 -0.5626 0.3052 0.08
H 4.1384 2.0702 -1.6517 0.03
H 3.1426 2.9214 -0.4484 0.02
H 2.5715 2.7628 -2.1263 0.02
H 3.7322 -0.8764 -2.5141 0.03
H 2.1658 -0.6174 -3.3084 -0.01
H 2.3375 -1.8845 -2.0760 0.00
C -2.8165 -2.1123 -1.2713 0.01
N -1.9355 -1.9648 -2.4225 -0.04
C -2.0090 -3.0503 -3.4048 -0.12
C -0.8276 -2.9965 -4.3482 -0.13
C -0.7354 -1.6042 -4.9322 -0.12
N -0.6970 -0.6126 -3.8547 -0.05
C -0.1782 0.6987 -4.2236 -0.01
C -1.3061 -0.8160 -2.6777 -0.41
O -1.3281 0.1468 -1.8226 -0.19
H -2.6121 -3.0644 -0.7820 0.10
H -3.8571 -2.1139 -1.6054 0.11
H -2.6658 -1.3028 -0.5667 0.06
H -2.9487 -2.9688 -3.9596 0.14
H -2.0313 -3.9887 -2.8501 0.13
H -0.9548 -3.7302 -5.1425 0.14
H 0.0947 -3.2388 -3.8164 0.11
H -1.5876 -1.3975 -5.5867 0.14
H 0.1713 -1.4803 -5.5239 0.13
H 0.8739 0.6251 -4.5004 0.09
H -0.2986 1.3984 -3.4036 0.08
H -0.7264 1.0736 -5.0898 0.11
Cl 0.6042 9.0759 0.6349 0.75
C 0.4190 7.3772 0.4826 -0.65
C -0.3133 6.8638 -0.5840 -0.07
C -0.4603 5.4975 -0.7048 0.01
C 0.1216 4.6471 0.2375 -0.14
C 0.8589 5.1732 1.2995 0.01
C 1.0072 6.5393 1.4251 -0.07
C -0.0252 3.2108 0.0948 -0.54
O -0.6974 2.6468 -0.8329 -0.13
O 0.5464 2.3676 0.8665 -0.27
H -0.7541 7.5379 -1.3044 0.12
H -1.0205 5.0841 -1.5329 0.12
H 1.3196 4.5128 2.0217 0.11
H 1.5726 6.9650 2.2418 0.12
C -4.7944 -0.3230 1.5460 -0.03
N -4.6664 0.8264 0.6609 0.05
C -3.4991 1.2847 0.1906 -0.55
N -3.5231 2.2375 -0.7510 0.22
O -2.4146 0.8194 0.6501 -0.21
H -5.4165 -0.0682 2.4017 0.10
H -3.8073 -0.6095 1.8934 0.06
H -5.2434 -1.1657 1.0202 0.09
H -5.5139 1.2348 0.3026 0.15
H -4.3855 2.6158 -1.1005 0.13
H -2.6462 2.6253 -1.0620 0.08
O -1.0678 -1.9944 1.7952 -0.06
C -0.4646 -2.2556 0.7572 -0.59
O -0.0296 -1.3481 -0.0571 -0.30
C -0.1846 -3.6645 0.3513 -0.13
C 0.3876 -3.9463 -0.8869 -0.01
C 0.6119 -5.2571 -1.2660 0.02
C 0.2654 -6.2621 -0.3806 -0.12
C -0.2885 -6.0124 0.8596 0.04
C -0.5218 -4.6950 1.2225 0.03
N 0.4979 -7.6693 -0.7888 -0.35
O 0.8309 -7.8566 -1.9392 0.10
O 0.3522 -8.5191 0.0581 0.11
H 0.6472 -3.1302 -1.5461 0.09
H 1.0467 -5.5186 -2.2201 0.13
H -0.5292 -6.8375 1.5139 0.13
H -0.9663 -4.4586 2.1792 0.13
```

F_max: 0.0241 hartree/bohr
Charge: +2
Energy relative to the best compared isomer or geometry (same formula, charge and spin): 0.0 kcal/mol
HOMO-LUMO gap: 0.271 hartree
Lowest unoccupied orbital energy: -0.21754 Eh